Model 1:
{
  "formula": "C5H15N2O",
  "method": "ωB97M-V/def2-TZVPD",
  "species": ["N", "C", "C", "C", "C", "C", "N", "H", "H", "H", "H", "H", "H", "H", "H", "H", "H", "H", "H", "H", "H", "H", "O"],
  "positions_angstrom": [[-0.0559, 0.9644, -1.1821], [-0.1176, -0.3554, -0.3578], [0.9750, -0.1329, 0.6772], [0.6828, -0.5236, 2.1023], [-0.5299, -0.7618, 2.5576], [-0.1881, -1.5882, -1.2177], [-1.4238, -1.5043, -2.0026], [-0.0393, 1.7537, -0.4546], [0.7308, 1.0707, -1.8513], [-0.8284, 0.7874, -1.9625], [-1.0548, -0.1980, 0.3330], [1.8928, -0.6971, 0.4451], [1.4632, 0.8678, 0.7606], [1.5768, -0.9317, 2.7211], [-1.3799, -0.8182, 1.9834], [-0.6340, -0.9761, 3.6435], [0.0358, -2.5200, -0.6667], [0.7274, -1.8524, -1.9839], [-2.1230, -2.1691, -1.5321], [-1.3550, -1.8357, -2.8862], [1.2853, 3.8349, 0.1654], [-0.0951, 4.1081, 0.6208], [0.4550, 3.4776, 0.0875]],
  "nbo_charge": [-0.757, -0.048, -0.503, -0.177, -0.396, -0.285, -0.850, 0.498, 0.429, 0.471, 0.237, 0.238, 0.240, 0.238, 0.179, 0.228, 0.243, 0.223, 0.385, 0.375, 0.486, 0.505, -0.959],
  "homo_lumo_gap_ev": 10.24,
  "total_charge": 1,
  "e_lumo_ev": -2.867
}

***

Model 2:
{
  "formula": "C5H15N2O",
  "method": "ωB97M-V/def2-TZVPD",
  "species": ["C", "C", "C", "C", "C", "N", "N", "H", "H", "H", "H", "H", "H", "H", "H", "H", "H", "H", "H", "H", "H", "H", "O"],
  "positions_angstrom": [[1.6272, 0.9538, 0.3799], [2.0207, -0.2218, -0.4081], [1.0118, -1.2565, -0.7831], [-0.3574, -0.6963, -1.1966], [-1.3993, -0.8269, 0.0177], [-2.3308, 0.2930, -0.2192], [0.3011, -1.1194, 2.1144], [0.6154, 1.3734, 0.4013], [1.8560, 0.7902, 1.4380], [2.2987, 1.8089, -0.0612], [3.1405, -0.2221, -0.6561], [1.2885, -2.2160, -1.2457], [1.4247, -1.1306, 0.3670], [-0.2498, 0.4125, -1.3140], [-1.8246, -1.7886, 0.0719], [-2.9804, 0.3520, 0.5253], [-1.8985, 1.2833, -0.3769], [0.0760, -0.9303, 3.0788], [0.5946, -2.0615, 1.9841], [-0.7759, -1.1683, -2.1329], [-0.6527, -0.8077, 0.9960], [-0.9384, 3.2909, -0.5995], [-0.6480, 2.3856, -0.4752]],
  "nbo_charge": [-0.767, 0.056, -0.267, -0.478, -0.113, -0.517, -0.864, 0.334, 0.299, 0.281, 0.289, 0.276, 0.344, 0.308, 0.251, 0.389, 0.460, 0.396, 0.355, 0.289, 0.295, 0.465, -1.080],
  "homo_lumo_gap_ev": 4.75,
  "total_charge": 1,
  "e_lumo_ev": -7.613
}

***

Verdict on stability: model 2 comes out at the bottom.